Here is a structure of composition C12H19EuN at a distorted geometry from the Open Molecules 2025 dataset. Energies are from wB97M-V/def2-TZVPD.

Element x y z (Å)
C (0.7415, -1.5151, -2.5013)
C (-0.6346, -1.4485, -2.7966)
C (-1.3127, -2.3225, -1.8958)
C (-0.3447, -2.9176, -1.0358)
C (0.9487, -2.4171, -1.4144)
Eu (-0.4390, -0.4423, -0.2365)
C (-1.7659, 1.6110, -1.4420)
C (-0.2855, 1.8117, -1.7331)
C (0.4489, 2.2022, -2.8609)
N (0.7528, 1.2074, -1.0693)
H (-2.4098, -2.5154, -1.8866)
H (-1.0873, -0.8945, -3.6313)
H (-0.5407, -3.6285, -0.2249)
H (1.9042, -2.6955, -0.9880)
H (1.5484, -0.9997, -3.0594)
H (-2.3754, 0.9675, -2.1485)
H (1.7922, 1.3815, -0.9774)
H (-2.2145, 2.1660, -0.5523)
H (-0.0747, 2.4948, -3.7761)
H (1.5450, 2.0478, -2.7446)
C (-1.0455, 0.7997, 3.0670)
C (0.3323, 0.6447, 2.3890)
C (1.4423, 0.9789, 3.4022)
C (0.4791, -0.7609, 1.9407)
H (-1.1329, 0.1139, 3.9215)
H (-1.8840, 0.5294, 2.4075)
H (-1.1821, 1.8155, 3.4627)
H (0.4215, 1.3308, 1.4902)
H (1.4233, 0.2793, 4.2539)
H (2.4348, 0.8424, 2.9687)
H (1.3230, 1.9806, 3.8391)
H (1.4245, -1.1282, 1.5454)
H (-0.2331, -1.5195, 2.2870)

* gap between HOMO and LUMO (spin up / spin down): 3.90 / 4.00 eV
* HOMO energy (spin up / spin down): 1.7 / 1.5 eV
* electronic energy: -33563.0553 eV
* LUMO level (spin up / spin down): 0.2048 / 0.2020 Ha
* 2S+1: 8
* charge: -2